15
Properties=species:S:1:pos:R:3:nbo_charge:R:1 method="wB97M-V/def2-TZVPD" largest_force_ev_per_a=4.596 e_lumo_ha=0.042 e_homo_ha=-0.3316 e_above_lowest_kcal_mol=90.9 smiles="C=CC.C=C"
C 2.54 0.29 -1.24 -0.429
C 1.56 -0.21 -0.44 -0.147
C 2.04 -0.47 1.05 -0.650
H 2.23 0.79 -2.16 0.187
H 3.52 -0.10 -1.24 0.195
H 0.60 -0.36 -0.87 0.202
H 1.56 -1.36 1.49 0.207
H 1.97 0.34 1.79 0.221
H 3.10 -0.51 0.89 0.212
C -3.54 0.47 -0.37 -0.393
C -2.73 0.12 0.64 -0.406
H -4.07 1.48 -0.44 0.195
H -3.68 -0.16 -1.34 0.204
H -2.32 0.77 1.36 0.200
H -2.78 -1.09 0.89 0.201